Entry 1:
Computed, not measured: an isolated molecule of C7H14O2, with the ωB97M-V functional and the def2-TZVPD basis.

Positions of all 23 atoms, in Å:
C1 -0.01662 0.51654 0.03221
C2 -1.12738 -0.53464 -0.25854
C3 1.39590 -0.09884 0.08216
C4 1.79347 -0.74111 -1.24332
C5 2.41410 0.97501 0.46669
C6 -2.45841 0.02558 0.16466
C7 -3.17516 -0.43054 1.17330
O1 -0.31203 1.20572 1.22861
O2 -1.15547 -0.92871 -1.61293
H1 -0.29814 0.57257 1.95544
H2 -1.40814 -0.16719 -2.14780
H3 -0.04957 1.28706 -0.74785
H4 -0.91407 -1.45229 0.30164
H5 1.39087 -0.87137 0.86266
H6 -2.80720 0.86070 -0.42916
H7 2.78714 -1.17515 -1.15824
H8 1.09534 -1.52176 -1.52834
H9 1.81364 0.00736 -2.03270
H10 2.11614 1.47921 1.38242
H11 2.48884 1.71980 -0.32254
H12 3.39416 0.52818 0.61495
H13 -2.84476 -1.26103 1.77596
H14 -4.12264 0.00491 1.44072

Properties
Energy in Eh: -425.5623
Multiplicity: 1
LUMO in eV: 1.00
SMILES string: C=C[C@@H](O)[C@@H](O)C(C)C
Gap between HOMO and LUMO in eV: 10.75

In elementary charge units, the Löwdin charges are: number 1, C, carries -0.33; number 2, C, carries -0.35; number 3, C, carries -0.38; number 4, C, carries -0.07; number 5, C, carries -0.07; number 6, C, carries -0.13; number 7, C, carries 0.02; number 8, O, carries -0.03; number 9, O, carries -0.03; number 10, H, carries 0.11; number 11, H, carries 0.10; number 12, H, carries 0.16; number 13, H, carries 0.16; number 14, H, carries 0.14; number 15, H, carries 0.12; number 16, H, carries 0.08; number 17, H, carries 0.07; number 18, H, carries 0.09; number 19, H, carries 0.07; number 20, H, carries 0.08; number 21, H, carries 0.08; number 22, H, carries 0.06; number 23, H, carries 0.05

=====

Entry 2:
Computed, not measured: an isolated molecule of CH5FOP2, with the ωB97M-V functional and the def2-TZVPD basis.

Positions of all 10 atoms, in Å:
C1 1.00057 0.87614 -0.26056
O1 0.76148 -0.53713 0.26051
F1 -2.90052 0.96086 -0.40327
P1 -2.28265 -0.24101 0.54849
P2 -0.48301 -1.29921 -0.45653
H1 1.51642 1.32100 0.69135
H2 0.03518 1.24454 -0.61822
H3 1.67983 0.82925 -1.13150
H4 -0.71248 -2.04079 0.58752
H5 -3.03493 -1.27538 -0.06374

Properties
Energy in Eh: -898.8779
Multiplicity: 1
LUMO in eV: 0.79
SMILES string: CO[PH]#[PH]F
Gap between HOMO and LUMO in eV: 9.42

In elementary charge units, the Löwdin charges are: number 1, C, carries -0.11; number 2, O, carries -0.63; number 3, F, carries -0.48; number 4, P, carries 0.64; number 5, P, carries 0.62; number 6, H, carries 0.12; number 7, H, carries 0.04; number 8, H, carries 0.07; number 9, H, carries -0.15; number 10, H, carries -0.12

=====

Entry 3:
Computed, not measured: a cluster of 2 separate species, C23H45BN5O7S in total, with the ωB97M-V functional and the def2-TZVPD basis.

Positions of all 82 atoms, in Å:
C1 7.63688 0.86213 -0.11613
C2 6.70664 1.47487 -1.18259
S1 5.14111 2.09217 -0.49905
C3 4.39428 0.60251 0.24321
C4 2.92723 0.74111 0.74384
C5 2.13113 1.25309 -0.50687
C6 0.68520 1.66055 -0.25743
O1 0.35300 2.46733 0.58477
C7 -0.41919 1.11344 -1.17363
C8 -0.28830 0.04532 -2.02967
C9 -1.34359 -0.32672 -2.81130
C10 -2.52469 0.35627 -2.80032
C11 -2.66683 1.42762 -1.94885
C12 -1.61474 1.77866 -1.15378
O2 2.78319 1.54225 1.87323
C13 3.02700 2.92800 1.78975
B1 2.38328 3.73775 3.01847
O3 2.86522 3.64458 4.29738
O4 1.32851 4.58413 2.78595
C14 2.36930 -0.67354 1.22802
N1 1.47998 -1.25817 0.21057
C15 3.52365 -1.73260 1.31854
O5 2.95881 -3.03308 1.62180
C16 3.74925 -4.04378 1.12648
C17 3.50827 -4.45555 -0.32349
O6 4.61913 -4.58145 1.77524
C18 1.74884 -0.67969 2.63526
C19 0.35669 -0.06914 2.93716
N2 0.39464 1.31618 3.40839
N3 -0.66410 -0.24156 1.93294
N4 -0.17031 -0.83517 4.16774
H1 7.46004 1.35365 0.84219
H2 8.68373 0.93337 -0.40208
H3 7.33639 -0.17904 0.02561
H4 6.49393 0.75047 -1.97255
H5 7.19522 2.33093 -1.64773
H6 5.06774 0.26688 1.03134
H7 4.35775 -0.12213 -0.57633
H8 2.57500 2.18426 -0.87622
H9 2.23015 0.56467 -1.34073
H10 0.63433 -0.50933 -2.07849
H11 -1.27660 -1.17224 -3.48713
H12 -3.35973 0.08998 -3.43966
H13 -3.57353 2.01935 -1.90255
H14 -1.71166 2.62776 -0.48667
H15 4.11345 3.10478 1.87025
H16 2.71357 3.43879 0.87326
H17 2.13207 3.88228 4.87990
H18 1.22271 4.78531 1.85367
H19 2.04341 -1.65890 -0.53023
H20 0.93747 -2.00905 0.61440
H21 4.26773 -1.46206 2.07243
H22 3.98344 -1.88838 0.33921
H23 3.57617 -5.53160 -0.44782
H24 2.58745 -4.02516 -0.71901
H25 4.33363 -4.01704 -0.89498
H26 2.42673 -0.28020 3.39052
H27 1.64417 -1.72775 2.93401
H28 0.83000 1.32802 4.32287
H29 -0.57956 1.57248 3.52488
H30 -0.74703 -1.22434 1.70815
H31 -1.56268 0.08481 2.26444
H32 -0.40638 -1.76733 3.83367
H33 0.62926 -0.91838 4.79394
C20 -8.39665 -2.07269 -1.88449
C21 -7.74014 -0.81414 -1.34064
C22 -7.71437 0.34606 -2.33553
O7 -6.69790 0.10794 -3.28982
C23 -7.15594 -0.29473 -4.58761
N5 -6.29708 -1.12493 -1.02967
H34 -7.82827 -2.50575 -2.70937
H35 -8.48014 -2.83452 -1.10696
H36 -9.40064 -1.85204 -2.24100
H37 -8.22069 -0.51932 -0.40812
H38 -7.43273 1.25973 -1.80228
H39 -8.69060 0.52106 -2.78664
H40 -8.09347 0.19358 -4.85275
H41 -7.27570 -1.37907 -4.62891
H42 -6.39489 -0.00751 -5.30901
H43 -6.16756 -2.03016 -0.57836
H44 -5.86471 -0.40116 -0.45069
H45 -5.78636 -1.11468 -1.92639

Properties
Energy in Eh: -2126.6860
Multiplicity: 1
Charge: +1
LUMO in eV: -3.29
Gap between HOMO and LUMO in eV: 6.65

In elementary charge units, the Löwdin charges are: number 1, C, carries -0.16; number 2, C, carries -0.53; number 3, S, carries 0.90; number 4, C, carries -0.38; number 5, C, carries -0.40; number 6, C, carries -0.06; number 7, C, carries -0.29; number 8, O, carries 0.09; number 9, C, carries -0.14; number 10, C, carries -0.04; number 11, C, carries -0.10; number 12, C, carries -0.12; number 13, C, carries -0.10; number 14, C, carries -0.04; number 15, O, carries -0.10; number 16, C, carries -0.11; number 17, B, carries -0.63; number 18, O, carries 0.17; number 19, O, carries 0.16; number 20, C, carries -0.33; number 21, N, carries 0.11; number 22, C, carries -0.11; number 23, O, carries -0.06; number 24, C, carries -0.50; number 25, C, carries 0.02; number 26, O, carries 0.13; number 27, C, carries -0.05; number 28, C, carries -0.60; number 29, N, carries 0.11; number 30, N, carries 0.10; number 31, N, carries 0.04; number 32, H, carries 0.07; number 33, H, carries 0.07; number 34, H, carries 0.06; number 35, H, carries 0.07; number 36, H, carries 0.07; number 37, H, carries 0.09; number 38, H, carries 0.09; number 39, H, carries 0.09; number 40, H, carries 0.11; number 41, H, carries 0.09; number 42, H, carries 0.11; number 43, H, carries 0.09; number 44, H, carries 0.10; number 45, H, carries 0.12; number 46, H, carries 0.10; number 47, H, carries 0.11; number 48, H, carries 0.11; number 49, H, carries 0.09; number 50, H, carries 0.08; number 51, H, carries 0.09; number 52, H, carries 0.15; number 53, H, carries 0.11; number 54, H, carries 0.09; number 55, H, carries 0.07; number 56, H, carries 0.09; number 57, H, carries 0.14; number 58, H, carries 0.11; number 59, H, carries 0.09; number 60, H, carries 0.08; number 61, H, carries 0.07; number 62, H, carries 0.08; number 63, H, carries 0.06; number 64, H, carries 0.06; number 65, C, carries -0.03; number 66, C, carries -0.30; number 67, C, carries -0.17; number 68, O, carries -0.21; number 69, C, carries -0.05; number 70, N, carries 0.23; number 71, H, carries 0.09; number 72, H, carries 0.09; number 73, H, carries 0.10; number 74, H, carries 0.16; number 75, H, carries 0.14; number 76, H, carries 0.14; number 77, H, carries 0.10; number 78, H, carries 0.08; number 79, H, carries 0.10; number 80, H, carries 0.18; number 81, H, carries 0.18; number 82, H, carries 0.16

=====

Entry 4:
Computed, not measured: a structure of composition C5H10O3Tl, with the ωB97M-V functional and the def2-TZVPD basis.

Positions of all 19 atoms, in Å:
C1 1.79919 -0.65973 -0.94490
O1 1.06831 0.58021 -0.66874
C2 1.32675 1.25263 0.53409
C3 0.10653 2.08013 0.86758
O2 -1.00513 1.20818 0.95597
C4 -2.22394 1.85957 1.22818
H1 2.51882 -0.43859 -1.75791
H2 2.35308 -0.92084 -0.01176
H3 2.20972 1.91260 0.45393
H4 1.51476 0.52831 1.34587
H5 -0.08029 2.82915 0.07797
H6 0.25220 2.60714 1.82539
H7 -2.96726 1.08976 1.46500
H8 -2.11714 2.54153 2.08685
H9 -2.56417 2.44070 0.35494
Tl1 -0.91367 -0.52315 -0.49368
O3 -0.23738 -2.32174 -0.05017
C5 0.46470 -2.07548 -1.17649
H10 1.02205 -2.98332 -1.53440

Properties
Energy in Eh: -594.4662
Multiplicity: 1
Charge: -1
LUMO in eV: 3.23
Gap between HOMO and LUMO in eV: 4.00

In elementary charge units, the Löwdin charges are: number 1, C, carries -0.19; number 2, O, carries -0.37; number 3, C, carries -0.24; number 4, C, carries -0.22; number 5, O, carries -0.45; number 6, C, carries -0.15; number 7, H, carries 0.07; number 8, H, carries 0.06; number 9, H, carries 0.13; number 10, H, carries 0.13; number 11, H, carries 0.13; number 12, H, carries 0.12; number 13, H, carries 0.07; number 14, H, carries 0.08; number 15, H, carries 0.08; number 16, Tl, carries 0.72; number 17, O, carries -0.51; number 18, C, carries -0.48; number 19, H, carries 0.01

=====

Entry 5:
Computed, not measured: an isolated molecule of C2H6N4O2, with the ωB97M-V functional and the def2-TZVPD basis.

Positions of all 14 atoms, in Å:
C1 -0.78059 0.04313 -1.46451
C2 0.50605 0.58667 1.82827
H1 -2.43634 0.87235 -1.82446
H2 -2.03731 0.90283 -0.05475
H3 0.43734 -0.42828 -3.08940
H4 0.28282 -1.79230 -0.29121
H5 0.26514 1.47299 2.34100
H6 2.84854 -1.25399 2.12058
N1 -1.84594 0.85139 -1.08287
N2 -0.38850 0.13904 -2.78717
N3 -0.15870 -0.81904 -0.25484
N4 1.69541 0.17608 2.05599
O1 -0.59822 0.14169 1.06950
O2 2.21030 -0.89256 1.43388

Properties
Energy in Eh: -449.0700
Multiplicity: 1
LUMO in eV: -0.29
SMILES string: [H]/N=C(/N)NO/C=N\O
Gap between HOMO and LUMO in eV: 8.81

In elementary charge units, the Löwdin charges are: number 1, C, carries -0.39; number 2, C, carries -0.19; number 3, H, carries 0.05; number 4, H, carries 0.11; number 5, H, carries 0.03; number 6, H, carries 0.14; number 7, H, carries 0.11; number 8, H, carries 0.14; number 9, N, carries 0.09; number 10, N, carries 0.05; number 11, N, carries 0.10; number 12, N, carries -0.05; number 13, O, carries -0.10; number 14, O, carries -0.07

=====

- What is the energy in the fifth record?
  -449.0700 Eh